{"formula": "C27H21N2O4PRhS", "method": "ωB97M-V/def2-TZVPD", "e_tot_ev": -62635.2055, "charge": 1, "gap_ev": [4.87, 5.10], "homo_energy_ev": [-10.37, -10.42], "e_lumo_ev": [-5.50, -5.32], "symbols": ["Rh", "O", "S", "O", "O", "C", "C", "C", "C", "C", "C", "P", "C", "C", "C", "C", "C", "C", "C", "C", "C", "C", "C", "C", "H", "H", "H", "H", "H", "H", "H", "H", "H", "H", "H", "H", "H", "H", "O", "C", "C", "C", "C", "C", "C", "C", "N", "C", "C", "N", "H", "H", "H", "H", "H", "H", "H"], "positions_angstrom": [[1.5419, 0.6154, -0.9200], [3.4762, -2.4136, -2.7431], [2.5399, -1.7391, -1.9114], [1.5662, -0.8566, -2.6253], [3.1348, -0.9305, -0.8152], [1.4996, -2.9626, -1.1125], [1.9728, -4.2504, -0.9546], [1.1597, -5.2072, -0.3648], [-0.1292, -4.8730, 0.0218], [-0.6018, -3.5827, -0.1416], [0.2246, -2.6044, -0.6984], [-0.3581, -0.8821, -0.7806], [-1.4183, -0.7226, -2.2318], [-1.3688, -1.6354, -3.2810], [-2.1605, -1.4330, -4.3969], [-3.0040, -0.3352, -4.4686], [-3.0574, 0.5741, -3.4226], [-2.2502, 0.3965, -2.3156], [-1.4329, -0.7853, 0.6878], [-2.8147, -0.6318, 0.6374], [-3.5330, -0.4884, 1.8116], [-2.8884, -0.5118, 3.0366], [-1.5190, -0.7214, 3.0952], [-0.7934, -0.8498, 1.9266], [2.9680, -4.4870, -1.2956], [1.5269, -6.2097, -0.2102], [-0.7761, -5.6226, 0.4497], [-1.6119, -3.3329, 0.1503], [-0.7047, -2.4851, -3.2230], [-2.1133, -2.1298, -5.2190], [-3.6100, -0.1790, -5.3471], [-3.7166, 1.4267, -3.4811], [-2.2554, 1.1209, -1.5108], [-3.3319, -0.6420, -0.3091], [-4.6018, -0.3485, 1.7685], [-3.4515, -0.3703, 3.9454], [-1.0264, -0.7695, 4.0546], [0.2769, -0.9932, 1.9525], [1.7060, 0.7190, 1.2702], [1.7679, 1.6386, 2.1292], [1.8323, 1.2623, 3.5124], [1.7689, 2.1901, 4.5100], [1.6731, 3.5520, 4.1986], [1.6753, 3.9651, 2.8801], [1.7248, 3.0548, 1.8220], [1.7083, 3.5030, 0.4521], [1.6811, 2.7427, -0.6481], [1.6747, 3.5716, -1.7253], [1.6903, 4.8660, -1.2858], [1.7103, 4.8098, 0.0715], [1.9094, 0.2064, 3.7265], [1.7911, 1.8801, 5.5434], [1.5993, 4.2820, 4.9891], [1.6330, 5.0234, 2.6688], [1.6702, 3.1911, -2.7308], [1.6859, 5.7883, -1.8266], [1.7412, 5.6092, 0.6857]], "forces_ev_per_angstrom": [[0.37, -1.26, 4.24], [-0.16, 0.03, 0.13], [0.41, -1.22, -0.26], [-0.02, 0.90, -0.20], [-1.17, 0.61, 0.00], [0.25, 0.37, -0.34], [0.12, -0.04, -0.02], [-0.03, 0.16, 0.00], [0.00, -0.07, -0.08], [0.06, 0.28, -0.11], [0.12, 0.23, 0.11], [-0.05, 0.11, -0.01], [0.29, 0.40, 0.20], [0.11, -0.02, 0.14], [-0.02, -0.06, -0.04], [0.06, -0.02, 0.07], [-0.01, 0.08, -0.05], [0.14, 0.01, 0.08], [0.54, 0.51, -0.07], [-0.01, 0.02, -0.26], [-0.09, -0.01, 0.03], [0.03, -0.01, -0.06], [0.00, -0.01, 0.03], [0.17, -0.05, -0.05], [0.10, -0.08, -0.04], [0.04, -0.08, -0.04], [-0.06, -0.07, 0.06], [-0.01, 0.00, 0.11], [0.02, -0.07, -0.06], [0.00, -0.09, -0.06], [-0.09, -0.01, -0.08], [-0.02, 0.09, 0.01], [-0.07, 0.07, -0.01], [-0.07, 0.07, -0.04], [-0.11, -0.03, -0.03], [-0.08, -0.03, 0.10], [0.11, 0.00, 0.03], [0.07, 0.04, 0.13], [-0.07, -2.12, -3.69], [-0.19, 2.77, 1.41], [0.00, -0.12, -0.83], [-0.01, 0.33, -0.20], [0.01, 0.35, -0.32], [0.02, -0.13, 0.62], [-0.04, -1.27, 0.14], [-0.15, 0.13, 0.72], [-0.53, -1.03, -0.35], [-0.12, 1.50, -0.54], [-0.03, -0.68, -1.12], [0.08, -0.62, 0.57], [0.01, -0.08, 0.00], [0.01, -0.07, 0.09], [0.05, 0.07, 0.04], [-0.05, 0.13, 0.08], [-0.02, 0.07, -0.06], [0.05, 0.20, -0.10], [0.02, -0.21, -0.02]]}